(1)
Below is a structure of composition C22H19BF2N5O2PdS at a distorted geometry, with properties calculated with ωB97M-V/def2-TZVPD.

Geometry as XYZ:
```
53
Properties=species:S:1:pos:R:3:forces:R:3
Pd 0.620125 -0.137708 -1.081559 0.7 0.4 0.8
N 2.360867 -0.494628 -0.066900 -0.1 0.1 0.2
C 3.638991 0.122713 -0.360190 -0.1 -0.1 -0.1
C 4.773867 -0.662016 -0.218848 0.1 0.0 0.0
C 6.019093 -0.125089 -0.494176 0.0 0.1 0.0
C 6.109051 1.193408 -0.921400 0.0 0.0 0.0
C 4.964436 1.957049 -1.070208 0.0 0.0 0.0
C 3.697807 1.439889 -0.785338 0.0 0.0 0.0
C 2.476886 2.246925 -1.007698 0.2 0.0 -0.1
C 2.564850 3.639623 -0.907017 0.0 -0.1 0.0
C 1.511823 4.461784 -1.262244 0.0 0.0 0.0
C 0.340362 3.905157 -1.742803 -0.1 0.0 0.0
C 0.212818 2.526180 -1.802160 -0.1 -0.2 0.0
C 1.258486 1.691284 -1.408955 0.0 0.6 -0.4
H 2.492648 -1.500309 -0.115586 0.0 0.0 0.1
H 2.042772 -0.341050 0.894240 0.1 0.1 -0.1
H 4.684295 -1.691725 0.108421 0.0 0.0 0.0
H 6.906287 -0.733416 -0.388072 0.0 0.0 0.0
H 7.072750 1.621905 -1.159877 0.0 0.0 0.0
H 5.048867 2.964517 -1.451674 0.0 0.0 0.0
H 3.477788 4.081634 -0.531526 0.0 0.0 0.0
H 1.612661 5.534810 -1.171070 0.0 0.0 0.0
H -0.480368 4.531738 -2.065501 0.0 0.0 0.0
H -0.716056 2.104431 -2.166870 0.0 0.0 0.0
N -6.426408 0.229989 1.953378 0.0 0.0 0.0
C -5.372549 -0.124863 1.176171 0.0 0.0 0.0
C -4.266261 0.734524 1.039296 0.0 0.0 0.0
C -3.194139 0.367076 0.263900 0.0 0.0 0.0
C -3.206008 -0.868190 -0.386171 0.1 0.0 0.2
C -4.287067 -1.740695 -0.250669 0.0 0.0 0.0
C -5.361722 -1.368344 0.515709 0.0 0.0 0.0
S -1.879191 -1.339175 -1.363230 0.4 0.2 -0.6
O -1.291640 -0.061181 -1.916392 -0.2 -0.5 0.1
O -2.249840 -2.344210 -2.298348 -0.2 0.1 0.1
N -0.501225 -1.844820 -0.509269 -0.4 0.3 -1.6
C -0.623631 -2.091752 0.853757 -0.1 -0.4 0.6
N 0.360561 -1.674221 1.635058 0.4 0.0 0.1
C 0.261308 -1.968076 2.935236 0.0 0.1 -0.1
C -0.836079 -2.613706 3.459751 -0.1 0.0 0.0
C -1.833656 -2.952440 2.555918 0.0 0.0 0.1
N -1.728093 -2.711638 1.258338 0.1 -0.2 -0.2
H -6.503286 1.171000 2.295585 0.0 0.0 0.0
H -7.273785 -0.308430 1.923731 0.0 0.0 0.0
H -4.272627 1.696072 1.535824 0.0 0.0 0.0
H -2.357257 1.042410 0.139301 0.0 0.0 0.0
H -4.271712 -2.695954 -0.756219 0.0 0.0 0.0
H -6.212285 -2.030503 0.612716 0.0 0.0 0.0
H 1.086382 -1.650577 3.561517 0.0 0.0 0.0
H -0.916081 -2.839839 4.511827 0.0 0.0 0.0
H -2.743594 -3.445887 2.878253 0.0 0.0 0.0
F 0.460184 -2.107220 -3.125998 0.1 0.0 -0.2
B 0.929871 -1.991636 -1.926255 -1.0 -0.4 1.1
F 1.818729 -2.804816 -1.395692 0.3 -0.1 -0.2
```
Forces are in eV/Å.

Summary:
E	-2024.55530	a.u.
energy above the lowest of the compared OMol25 structures with the same formula, charge and spin	33.4	kcal per mole
charge	+1

---

(2)
Below is a structure of composition C4H9N3O5 at a distorted geometry, with properties calculated with ωB97M-V/def2-TZVPD.

Geometry as XYZ:
```
21
Properties=species:S:1:pos:R:3:forces:R:3
C -10.344326 2.174307 1.022786 -0.3 1.6 4.3
C -10.925569 -0.989595 -0.461095 -1.5 1.8 0.8
C 11.344919 -0.727047 0.474829 2.8 0.3 -1.2
C 12.165978 0.551725 0.370907 0.7 1.1 -1.4
N -10.943402 1.524178 0.009688 0.7 -0.1 -1.6
N -11.210957 -1.785785 -1.414374 0.4 -1.2 -2.3
N -11.517249 0.832684 -0.702922 -0.1 -1.8 -0.5
O -9.224933 2.521625 1.299497 -1.1 -0.8 -1.6
O -10.269920 -1.149340 0.619528 -1.4 2.5 -0.4
O 10.654632 -0.837987 -0.695279 -0.9 -0.3 -2.0
O 11.980120 1.192399 -0.751817 1.6 0.5 2.5
O 12.988000 0.947067 1.293788 -0.9 0.5 -1.3
H -11.250609 2.393613 1.698422 1.1 -0.1 -0.4
H 12.021792 -1.573916 0.520528 0.2 -0.1 1.1
H 10.743503 -0.533876 1.292788 -1.6 -0.4 1.8
H -11.969196 -1.465233 -2.086622 1.5 -0.5 0.9
H -10.599787 -2.608088 -1.721855 -1.4 1.1 0.8
H -9.583873 -1.753564 0.716406 2.2 -2.5 0.2
H 11.211165 -1.265900 -1.383510 -0.7 -0.1 0.6
H 11.314371 0.702222 -1.269442 -0.6 -0.3 -0.1
H 13.415345 1.850501 1.167746 -0.6 -1.2 -0.2
```
Forces are in eV/Å.

Summary:
E	-697.54770	a.u.
energy above the lowest of the compared OMol25 structures with the same formula, charge and spin	0.0	kcal per mole
charge	+2

---

(3)
Below is a cluster of 2 separate species, C5H9N2 in total at a distorted geometry, with properties calculated with ωB97M-V/def2-TZVPD.

Geometry as XYZ:
```
16
Properties=species:S:1:pos:R:3:forces:R:3
C -1.224374 -0.105067 -0.685050 -5.2 2.2 2.7
C 2.117653 -0.278416 1.070978 -0.3 -1.3 -2.7
C 2.870809 0.063007 -0.129184 1.7 -0.3 -0.3
C -0.140496 -0.456963 -1.305142 5.1 -1.0 -1.7
C -3.471888 0.480645 0.411713 0.8 -1.3 2.3
N 1.626577 0.645956 0.104044 -1.6 1.6 -0.2
N -2.200894 0.359934 -0.207689 2.6 -1.3 -1.3
H 0.653816 -1.162504 -0.963841 -1.5 0.3 -0.2
H 1.592318 -1.178747 1.138775 -0.8 -1.5 0.0
H 2.448704 0.015397 1.962486 1.2 1.7 3.5
H 3.776186 0.647684 -0.061329 0.0 0.7 0.4
H 3.005709 -0.534117 -0.997671 -0.4 -0.9 -0.7
H 0.140073 0.084628 -2.214429 -0.3 -0.2 0.2
H -4.240636 0.147079 -0.261687 -0.4 0.0 -0.2
H -3.597576 1.474028 0.810429 -0.2 0.4 -0.3
H -3.355976 -0.202538 1.327600 -0.7 0.8 -1.3
```
Forces are in eV/Å.

Summary:
E	-304.95529	a.u.
energy above the lowest of the compared OMol25 structures with the same formula, charge and spin	172.4	kcal per mole
charge	+1

---

(4)
Below is an isolated molecule of C3H4BrClO at a distorted geometry, with properties calculated with ωB97M-V/def2-TZVPD.

Geometry as XYZ:
```
10
Properties=species:S:1:pos:R:3:forces:R:3
C -0.813322 -0.269347 -0.488363 1.7 -1.9 0.8
C 0.373728 -0.807059 -0.241311 2.2 1.2 2.8
C 1.219196 -0.062454 1.265457 -0.5 -2.7 -4.0
O 1.100056 1.258238 1.232269 1.0 0.9 2.2
Cl 0.701530 -0.817251 2.797843 0.3 0.2 -0.5
Br 3.193560 -0.628840 0.787306 -1.0 0.3 0.7
H -1.498376 -0.679168 -1.174488 -0.5 -0.1 -1.1
H -1.175366 0.281139 0.324895 -0.8 1.4 0.6
H 1.094408 -1.576922 -0.662454 -1.4 1.2 0.3
H 1.574892 1.606759 2.066684 -1.1 -0.4 -1.8
```
Forces are in eV/Å.

Summary:
E	-3226.06794	a.u.
energy above the lowest of the compared OMol25 structures with the same formula, charge and spin	50.9	kcal per mole
charge	0
SMILES	C=C[C@@](O)(Cl)Br